Density functional theory data (the ωB97M-V functional and the def2-TZVPD basis) for one molecule with the formula C3H7ClN2S.

Structure (XYZ):
```
14
Properties=species:S:1:pos:R:3:forces:R:3:nbo_charge:R:1
H -0.406468 -1.002612 1.894073 -0.2 -0.4 -0.3 0.35
N -0.729084 -0.174342 1.413549 -0.7 0.9 -1.1 -0.65
C -0.921682 -0.275975 0.149383 1.8 0.9 1.6 0.43
C -0.572412 -1.643563 -0.489639 -1.6 -0.2 -1.7 -0.53
C 0.798770 -1.788975 -1.029811 2.7 0.4 -1.1 -0.30
Cl 2.132853 -1.069955 0.212198 -1.4 -0.9 -1.5 -0.16
N -1.023403 0.983991 -0.587617 -2.7 -2.3 -1.9 -0.79
S -0.993920 2.549635 0.086269 0.0 0.1 1.1 0.19
H -0.792416 -2.433131 0.176526 0.0 -0.4 1.6 0.23
H -1.194408 -2.073556 -1.333642 0.2 1.3 0.3 0.24
H 0.846931 -1.083644 -1.984600 0.6 -1.8 2.0 0.23
H 1.147102 -2.933462 -1.173076 -0.9 3.0 0.1 0.25
H -1.758507 0.936130 -1.399889 1.9 0.0 2.1 0.39
H -1.758650 2.568888 1.271815 0.5 -0.6 -1.3 0.12
```
Positions in Å, forces in eV/Å.

Results
HOMO-LUMO gap   9.47 eV
Max |F|   4.0 eV Å⁻¹
Energy above the lowest of the compared OMol25 structures with the same formula, charge and spin   1.763 eV
Calculated total energy   -1086.3238 Eh
SMILES   [H]/N=C(\CCCl)NS

Density functional theory data (the ωB97M-V functional and the def2-TZVPD basis) for C21H36P2Pt as an isolated structure.

Structure (XYZ):
```
60
Properties=species:S:1:pos:R:3:forces:R:3:nbo_charge:R:1
P 1.959233 1.166746 2.031067 -0.1 2.4 -0.7 0.92
P -1.433080 -2.391258 -0.416619 1.4 3.4 0.7 1.53
C -0.201967 0.379695 -0.122935 -1.1 0.7 -0.8 -0.58
C -1.378992 -0.527747 -0.378807 0.2 -1.1 -0.5 -0.77
H 0.384924 0.522089 -1.037884 0.6 0.1 -0.1 0.22
H -0.573778 1.354801 0.196726 0.0 -0.1 -0.1 0.23
H -2.120252 -0.228108 0.344306 -0.7 0.0 -0.4 0.25
H -1.587613 -0.523415 -1.439570 -1.1 1.0 0.0 0.23
C -0.779204 -2.773706 -2.029917 0.1 -0.6 -0.8 -1.01
H -0.636503 -3.855740 -2.150472 -0.1 0.2 0.0 0.30
H 0.209968 -2.309374 -2.117044 -0.2 0.0 0.0 0.26
H -1.453810 -2.419885 -2.832240 0.3 -0.1 0.4 0.27
C -3.209218 -2.435297 -0.348083 -1.1 -0.9 0.4 -0.98
H -3.658483 -2.224615 -1.334749 0.3 -0.1 0.4 0.28
H -3.532905 -1.676749 0.376126 0.0 -0.3 -0.3 0.27
H -3.562673 -3.398937 0.030249 -0.1 0.0 -0.3 0.29
C 3.520578 1.629444 1.233380 0.4 0.0 0.2 -0.99
H 4.278400 1.202442 1.910112 0.1 0.4 -0.4 0.27
H 3.660186 2.713942 1.106969 0.0 -0.4 0.2 0.27
H 3.603208 1.126217 0.261437 0.0 0.1 0.3 0.26
C 1.019701 2.498227 2.907632 0.3 0.0 0.1 -0.96
H -0.061017 2.298246 2.830391 0.4 0.0 0.0 0.26
H 1.232448 3.521860 2.543510 0.1 -0.6 0.3 0.26
H 1.337310 2.395859 3.959418 -0.3 0.3 -0.3 0.27
Pt 0.868115 -0.535958 1.217165 -0.4 -3.4 1.2 0.56
C -1.533159 1.740356 -1.910502 -1.8 0.8 0.4 0.07
C -0.575394 1.121397 -2.660834 0.9 0.1 -1.5 0.02
C 0.512170 1.831717 -3.381348 0.2 -1.0 -0.1 -0.49
C 1.312916 2.902208 -2.659577 0.2 0.6 0.8 -0.46
C 1.361541 2.793101 -1.133204 0.3 0.6 -0.6 -0.17
C 0.421436 3.268268 -0.310670 1.8 0.8 -0.6 -0.20
C -0.844225 3.901431 -0.700670 -1.0 0.7 -0.1 -0.44
C -1.738393 3.181205 -1.762904 -0.4 0.5 0.0 -0.50
C 2.030876 -1.069253 2.965263 0.4 -0.5 1.1 -0.80
H -2.355213 1.226355 -1.422853 0.4 -0.5 -0.5 0.23
H -0.591794 0.068412 -2.957366 -0.5 0.2 0.5 0.23
H 0.073863 2.261736 -4.292987 0.0 -0.1 -0.1 0.29
H 1.208961 1.055205 -3.709992 -0.2 0.1 -0.2 0.24
H 2.351454 2.818439 -3.023052 -0.5 0.3 0.0 0.25
H 0.928332 3.891108 -2.951000 0.2 -0.2 0.2 0.23
H 2.321033 2.437747 -0.749747 -0.5 0.1 0.0 0.21
H 0.683783 3.455870 0.718016 -0.1 -0.6 0.1 0.22
H -0.732418 4.929643 -1.080961 0.3 -0.3 0.2 0.27
H -1.426452 4.020877 0.214220 -0.2 -0.1 -0.1 0.23
H -2.778114 3.318013 -1.412039 0.5 0.1 -0.5 0.26
H -1.626452 3.658875 -2.745459 0.1 0.0 0.2 0.26
H 1.449111 -1.720352 3.617543 -0.3 0.0 -0.2 0.25
H 2.372805 -0.194012 3.559473 0.0 -0.9 0.1 0.21
H 2.908353 -1.600300 2.596148 0.0 0.1 -0.3 0.24
C -0.376131 -5.149816 2.116339 0.0 -0.4 0.3 -0.24
C 0.617235 -4.821786 1.183628 0.3 0.7 -0.6 -0.12
C 0.632526 -3.580817 0.571489 1.3 -1.4 1.5 -0.31
C -0.223682 -2.510925 1.059265 -1.1 -0.9 -1.2 -0.56
C -1.273008 -2.903460 2.015497 0.3 -0.8 2.2 -0.31
C -1.310963 -4.196784 2.533336 -0.3 1.1 -0.2 -0.17
H -0.405206 -6.143415 2.540060 0.1 0.0 0.0 0.24
H 1.402598 -5.533359 0.955817 -0.2 -0.1 -0.2 0.23
H 1.361859 -3.351214 -0.201991 0.0 -0.1 0.2 0.21
H -1.992999 -2.156275 2.383905 0.4 -0.3 -0.2 0.22
H -2.051828 -4.458973 3.296989 0.2 0.1 -0.4 0.24
```
Positions in Å, forces in eV/Å.

Results
HOMO-LUMO gap (alpha / beta)   5.61 / 4.66 eV
Max |F|   3.7 eV Å⁻¹
Expectation value of S²   6.055
Energy above the lowest of the compared OMol25 structures with the same formula, charge and spin   0.216 eV
Calculated total energy   -1622.8250 Eh
2S+1   5
Net charge   +2

Density functional theory data (the ωB97M-V functional and the def2-TZVPD basis) for C20H40O as an isolated structure.

Structure (XYZ):
```
61
Properties=species:S:1:pos:R:3:forces:R:3:nbo_charge:R:1
C -5.691602 -1.206087 0.541932 3.2 -3.2 -0.3 -0.67
C -4.342102 -0.633663 1.054989 -4.7 1.2 0.8 0.06
C -3.187617 -1.199410 1.052731 -10.4 -10.6 -8.2 -0.21
C -3.050808 -2.679250 0.460641 1.0 2.0 0.7 -0.11
O -1.710443 -3.095135 0.144266 -1.7 -0.6 0.8 -0.69
H -1.399836 -2.271701 -0.141572 1.7 1.6 -1.1 0.45
H -3.739340 -2.874946 -0.299886 -0.7 0.8 -2.5 0.17
H -3.489758 -3.412548 1.036709 -0.3 -1.5 2.8 0.18
H -2.528043 -0.831526 1.455427 12.6 6.6 7.3 0.15
C -4.559689 0.720238 1.611093 -5.5 0.2 -1.8 -0.43
H -5.506035 1.020999 2.325968 2.1 -1.7 -1.7 0.22
H -3.803369 1.090083 2.091245 4.6 1.7 3.0 0.19
C -4.771797 1.645398 0.409247 -3.5 6.8 5.0 -0.36
C -3.846085 1.733875 -0.644330 0.6 -4.9 -4.0 -0.40
H -4.131657 2.377212 -1.564843 0.8 -0.7 1.9 0.24
H -4.141786 0.633474 -0.988948 1.1 1.5 -0.8 0.19
C -2.334478 1.588469 -0.303738 -8.3 11.0 10.2 -0.25
C -1.966717 3.157798 -0.226014 1.1 -0.8 -2.9 -0.62
H -2.426858 3.874853 0.343709 -1.7 0.8 2.6 0.22
H -2.072054 3.723364 -1.167362 -0.3 -1.0 -0.6 0.20
H -0.934815 3.289853 -0.096818 1.7 0.0 0.8 0.20
C -1.661168 1.043904 -1.214175 10.3 -10.2 -9.1 -0.41
C -0.148478 0.717110 -0.808994 -1.5 0.1 -2.8 -0.44
C 0.545872 -0.235285 -1.682918 2.5 -1.1 -7.3 -0.28
H 0.871416 0.470523 -2.982195 -0.6 -1.9 3.5 0.10
H 0.021313 -1.060732 -2.197344 -1.1 0.6 0.5 0.20
C 1.885548 -1.120726 -1.284410 -0.5 12.6 -2.0 -0.24
C 2.432591 -1.820201 -2.299174 -2.5 -14.6 11.8 -0.52
H 2.630519 -1.542525 -3.082652 4.4 6.5 -14.2 0.17
H 3.274793 -2.562218 -1.780621 -1.7 1.9 -1.8 0.20
H 1.627542 -2.594021 -2.550042 0.9 0.1 -0.1 0.19
C 2.914176 0.088942 -1.093268 0.7 1.7 4.4 -0.37
C 4.193257 -0.411050 -0.214715 -2.9 -5.6 -2.3 -0.42
H 3.796168 -1.154646 0.603374 0.5 1.7 -1.1 0.20
C 5.065755 0.597830 0.230570 2.2 4.1 1.9 -0.45
H 4.623694 1.496153 0.992949 0.9 -2.8 -1.8 0.20
C 6.434764 0.164427 0.670504 -0.6 -0.2 8.3 -0.14
C 6.165636 -0.566473 2.419943 3.4 -5.2 -7.0 -0.63
H 5.631200 0.099824 2.879784 -2.2 4.1 3.1 0.17
H 5.453008 -1.351025 2.089525 0.7 -0.2 0.9 0.19
H 7.194548 -0.966564 2.754968 -2.1 0.9 -0.1 0.21
C 7.218637 1.403743 1.318821 7.5 -10.8 -12.7 -0.57
H 8.202896 0.940177 1.524945 -0.6 1.0 1.2 0.22
H 7.516905 1.712755 0.175688 -0.1 1.0 2.4 0.17
H 6.811300 2.100050 1.706857 -5.3 8.4 5.7 0.17
H 7.036071 -0.595569 0.120227 -0.6 1.0 0.2 0.22
H 5.423522 1.182245 -0.592606 -0.6 0.9 -1.3 0.21
H 4.847081 -1.271211 -0.853808 -1.5 2.5 1.2 0.19
H 3.295098 0.680200 -2.001135 -1.0 -1.2 1.0 0.22
H 2.373877 0.954977 -0.287253 1.6 -2.3 -2.4 0.17
H 1.631995 -1.397514 -0.397936 -0.9 -3.0 5.4 0.20
H 0.442736 1.564424 -0.742992 0.9 1.8 0.5 0.21
H -0.038435 0.142144 -0.006827 -0.5 -1.6 4.9 0.19
H -1.400990 1.421787 -2.207863 -1.3 0.9 0.0 0.24
H -1.950436 -0.053737 -1.471662 -0.4 1.6 0.4 0.20
H -2.157329 1.405804 0.837944 -0.4 -0.9 -2.3 0.23
H -5.846450 1.720289 0.090286 1.0 -0.6 0.0 0.22
H -4.728528 2.821079 1.018022 -0.3 -2.7 -1.3 0.13
H -5.568627 -1.339499 -0.577331 0.1 -1.2 1.1 0.23
H -5.859155 -2.149001 1.251092 -0.2 1.7 -2.2 0.23
H -6.512887 -0.588274 0.460253 -1.6 1.8 1.2 0.22
```
Positions in Å, forces in eV/Å.

Results
HOMO-LUMO gap   9.19 eV
Max |F|   19.0 eV Å⁻¹
Energy above the lowest of the compared OMol25 structures with the same formula, charge and spin   20.380 eV
Calculated total energy   -860.5427 Eh

Density functional theory data (the ωB97M-V functional and the def2-TZVPD basis) for one molecule with the formula C4H8OS.

Structure (XYZ):
```
14
Properties=species:S:1:pos:R:3:forces:R:3:nbo_charge:R:1
C -1.660270 0.414854 -2.527553 -1.4 -0.2 -0.7 -0.37
C -0.425188 0.156307 -2.153308 -0.3 -0.3 1.4 -0.35
S -0.160896 -0.934995 -0.749423 0.5 0.1 -0.1 0.15
C 0.364791 0.222796 0.605552 0.4 -0.5 -0.3 -0.51
C 0.695880 -0.641641 1.848693 -1.2 1.4 -1.0 -0.07
O 1.284970 0.223704 2.790888 -0.1 0.2 0.1 -0.71
H -2.538638 -0.224179 -2.235722 1.0 1.1 0.1 0.21
H -1.835139 1.244016 -3.224374 -0.1 -0.6 -0.1 0.20
H 0.397265 0.654093 -2.621466 0.5 0.3 0.1 0.21
H -0.418562 0.955947 0.813306 0.0 -0.2 0.0 0.22
H 1.283868 0.771123 0.344230 -0.3 -0.3 -0.1 0.22
H 1.390022 -1.409956 1.594330 0.4 -0.8 -0.4 0.17
H -0.224419 -1.059995 2.248147 -0.1 -0.3 0.0 0.17
H 1.846318 -0.372075 3.266699 0.7 0.1 0.9 0.47
```
Positions in Å, forces in eV/Å.

Results
HOMO-LUMO gap   9.53 eV
Max |F|   2.1 eV Å⁻¹
Energy above the lowest of the compared OMol25 structures with the same formula, charge and spin   1.491 eV
Calculated total energy   -630.5801 Eh
SMILES   C=CSCCO

Copy entry 4 word for word.
Density functional theory data (the ωB97M-V functional and the def2-TZVPD basis) for one molecule with the formula C4H8OS.

Structure (XYZ):
```
14
Properties=species:S:1:pos:R:3:forces:R:3:nbo_charge:R:1
C -1.660270 0.414854 -2.527553 -1.4 -0.2 -0.7 -0.37
C -0.425188 0.156307 -2.153308 -0.3 -0.3 1.4 -0.35
S -0.160896 -0.934995 -0.749423 0.5 0.1 -0.1 0.15
C 0.364791 0.222796 0.605552 0.4 -0.5 -0.3 -0.51
C 0.695880 -0.641641 1.848693 -1.2 1.4 -1.0 -0.07
O 1.284970 0.223704 2.790888 -0.1 0.2 0.1 -0.71
H -2.538638 -0.224179 -2.235722 1.0 1.1 0.1 0.21
H -1.835139 1.244016 -3.224374 -0.1 -0.6 -0.1 0.20
H 0.397265 0.654093 -2.621466 0.5 0.3 0.1 0.21
H -0.418562 0.955947 0.813306 0.0 -0.2 0.0 0.22
H 1.283868 0.771123 0.344230 -0.3 -0.3 -0.1 0.22
H 1.390022 -1.409956 1.594330 0.4 -0.8 -0.4 0.17
H -0.224419 -1.059995 2.248147 -0.1 -0.3 0.0 0.17
H 1.846318 -0.372075 3.266699 0.7 0.1 0.9 0.47
```
Positions in Å, forces in eV/Å.

Results
HOMO-LUMO gap   9.53 eV
Max |F|   2.1 eV Å⁻¹
Energy above the lowest of the compared OMol25 structures with the same formula, charge and spin   1.491 eV
Calculated total energy   -630.5801 Eh
SMILES   C=CSCCO

Among the records above, which one has the highest calculated total energy? C4H8OS